This record from OMol25 describes a 2-piece molecular cluster, C14H26N6OS overall at a distorted geometry. The level of theory is ωB97M-V/def2-TZVPD.

```
48
Properties=species:S:1:pos:R:3:forces:R:3
C -5.387299 -3.570921 0.441450 0.1 0.5 0.0
C -5.615822 -2.737267 -0.833057 0.0 -0.3 0.2
N -5.738222 -1.307677 -0.567498 0.0 -0.2 -0.2
C -4.704971 -0.513967 -0.347875 -0.1 0.2 0.0
N -4.795439 0.799836 -0.069120 0.1 -0.2 0.0
C -3.545720 1.190859 0.099823 -0.4 0.3 -0.2
N -3.162025 2.478683 0.402614 0.2 -0.4 0.5
C -3.135070 2.824742 1.584176 -0.1 0.0 -0.2
S -3.110255 3.254904 3.056586 0.1 0.2 0.0
N -2.672299 0.199116 -0.074232 0.5 0.6 0.1
N -3.415134 -0.909974 -0.365191 -0.1 -0.2 -0.1
H -4.334225 -3.822937 0.559303 0.0 -0.2 0.0
H -5.670710 -2.979778 1.312408 -0.1 -0.1 0.0
H -5.993346 -4.471809 0.442591 0.1 -0.1 -0.1
H -6.524802 -3.061757 -1.331004 0.0 0.2 -0.1
H -4.803863 -2.894809 -1.546233 -0.1 0.0 -0.1
H -6.651050 -0.883579 -0.527993 0.1 0.1 0.0
H -1.655524 0.256298 -0.020651 0.0 -0.4 -0.1
H -3.005792 -1.811689 -0.545464 0.1 0.0 0.0
C 3.201798 2.514536 -1.113004 0.1 -0.1 -0.1
C 2.312867 1.807161 -0.073807 0.4 0.9 -0.6
C 2.974053 1.770714 1.310784 0.0 -0.3 0.2
C 4.078502 0.728250 1.459136 -0.1 0.0 -0.1
C 3.567749 -0.649667 1.045712 -0.1 0.2 0.3
C 2.991211 -0.666810 -0.370685 0.7 -0.4 -0.8
N 1.958546 0.417718 -0.521217 -0.1 -0.1 1.6
O 0.835515 0.047635 -0.015316 -0.7 -0.1 -0.5
C 4.135844 -0.526897 -1.387079 0.0 0.2 -0.1
C 2.342012 -2.015546 -0.663504 -0.3 0.0 0.1
C 1.052925 2.663333 0.017342 -0.3 -0.2 0.1
H 3.950834 1.882144 -1.570562 0.1 0.0 0.1
H 2.590260 2.908286 -1.925657 0.0 0.0 0.0
H 3.721448 3.352423 -0.648509 -0.1 0.0 0.0
H 2.203385 1.560586 2.059868 -0.1 0.0 -0.1
H 3.357469 2.767217 1.535661 0.0 0.0 -0.1
H 4.956239 1.013365 0.874048 0.0 0.0 0.0
H 4.403988 0.695779 2.499750 0.0 0.0 0.0
H 4.371947 -1.386121 1.099964 0.0 0.0 -0.1
H 2.798573 -0.971545 1.755070 -0.1 0.0 -0.1
H 3.751260 -0.355080 -2.393119 0.0 0.0 0.0
H 4.706536 -1.454833 -1.401064 -0.1 0.0 0.0
H 4.843940 0.259589 -1.143544 0.0 0.0 0.0
H 1.589158 -2.276903 0.076467 0.0 0.0 0.0
H 3.109945 -2.787920 -0.646319 0.0 0.0 0.0
H 1.876427 -2.018168 -1.650234 0.0 0.0 0.0
H 0.494635 2.645588 -0.919680 0.0 0.0 0.0
H 1.351338 3.693198 0.216106 0.0 0.0 0.0
H 0.393164 2.343692 0.822759 0.0 0.0 0.0
```
Forces are in eV/Å.

## Properties
⟨S²⟩ = 0.75
energy relative to the best compared isomer or geometry (same formula, charge and spin) = 0.00 kcal/mol
spin multiplicity = 2
Kohn-Sham gap (spin up / spin down) = 8.0 / 9.1 eV
charge = +1
HOMO (spin up / spin down) = -10.92 / -12.04 eV
calculated total energy = -36754.9999 eV
LUMO (spin up / spin down) = -2.94 / -2.94 eV